Density functional theory data (ωB97M-V/def2-TZVPD) for a 11-piece molecular cluster, C46H93FO12 overall at a distorted geometry.

ORCA input file:
```
! RIJCOSX wB97M-V def2-TZVPD def2/J DEFGRID3
* xyz 0 1
C -3.333 -3.339 -1.828
C -1.816 -2.860 -1.997
C -1.807 -1.863 -3.238
C -0.509 -0.959 -3.374
C -0.691 0.522 -2.801
C -1.506 0.456 -1.444
C -1.419 1.862 -0.661
C -1.570 1.524 0.893
C -0.192 1.638 1.667
C 0.454 0.209 1.995
C 1.851 0.180 1.261
O 2.441 -1.125 1.169
C 3.364 -1.192 0.057
C 4.520 -0.120 0.147
C 5.692 -0.321 -0.875
F 6.723 0.599 -0.473
C 3.841 -2.687 -0.027
O 5.070 -2.952 0.663
C 5.366 -4.340 0.418
H -3.624 -4.075 -2.643
H -3.500 -3.824 -0.821
H -4.044 -2.472 -1.959
H -1.524 -2.396 -1.018
H -1.140 -3.733 -2.230
H -1.881 -2.502 -4.173
H -2.755 -1.249 -3.224
H -0.165 -0.838 -4.449
H 0.378 -1.405 -2.825
H -1.122 1.243 -3.551
H 0.337 0.929 -2.538
H -2.593 0.234 -1.608
H -1.037 -0.299 -0.741
H -0.412 2.294 -0.924
H -2.271 2.525 -0.997
H -1.963 0.477 1.055
H -2.336 2.239 1.302
H -0.231 2.240 2.614
H 0.529 2.186 0.981
H 0.661 0.125 3.105
H -0.172 -0.646 1.621
H 1.696 0.571 0.204
H 2.544 0.925 1.766
H 2.750 -0.949 -0.865
H 4.850 -0.039 1.218
H 4.046 0.879 -0.109
H 6.166 -1.334 -0.865
H 5.400 -0.005 -1.917
H 3.037 -3.307 0.490
H 3.831 -3.028 -1.105
H 6.414 -4.627 0.710
H 4.642 -4.935 1.062
H 5.175 -4.654 -0.651
C 1.406 -3.750 5.361
C 0.523 -3.361 4.205
C 1.022 -3.672 2.820
O -0.550 -2.818 4.385
H 0.923 -3.467 6.297
H 1.565 -4.830 5.361
H 2.363 -3.230 5.289
H 1.164 -4.750 2.709
H 1.962 -3.147 2.638
H 0.287 -3.338 2.086
C -6.375 -1.937 1.901
C -5.992 -1.387 0.552
C -6.991 -0.500 -0.143
O -4.919 -1.649 0.045
H -5.562 -2.557 2.283
H -6.549 -1.118 2.601
H -7.273 -2.551 1.811
H -7.192 0.383 0.467
H -7.916 -1.051 -0.323
H -6.582 -0.178 -1.102
C 5.513 -8.516 3.202
C 4.632 -8.176 2.029
C 5.159 -8.488 0.655
O 3.537 -7.669 2.187
H 5.006 -8.237 4.127
H 5.710 -9.589 3.220
H 6.452 -7.962 3.136
H 5.339 -9.560 0.560
H 6.082 -7.932 0.475
H 4.420 -8.191 -0.091
C 4.363 -13.429 -1.189
C 5.093 -12.121 -1.338
C 5.764 -11.848 -2.657
O 5.137 -11.315 -0.428
H 3.929 -13.490 -0.190
H 3.560 -13.493 -1.926
H 5.059 -14.260 -1.321
H 5.022 -11.843 -3.458
H 6.521 -12.610 -2.854
H 6.249 -10.872 -2.622
C 6.538 2.955 -2.102
C 5.395 3.724 -2.709
C 5.677 5.119 -3.201
O 4.285 3.233 -2.799
H 6.184 1.974 -1.793
H 7.334 2.827 -2.839
H 6.919 3.482 -1.225
H 6.435 5.091 -3.986
H 6.017 5.744 -2.373
H 4.763 5.550 -3.613
C -3.982 5.893 -2.495
C -3.874 5.261 -1.132
C -4.093 6.149 0.062
O -3.619 4.077 -1.005
H -3.801 5.137 -3.260
H -4.984 6.303 -2.636
H -3.236 6.683 -2.598
H -5.098 6.571 0.035
H -3.352 6.950 0.072
H -3.984 5.562 0.975
C -6.338 9.497 2.988
C -4.946 9.351 2.433
C -4.041 10.552 2.508
O -4.565 8.303 1.943
H -6.876 8.557 2.867
H -6.291 9.741 4.050
H -6.873 10.278 2.448
H -3.894 10.843 3.550
H -4.476 11.381 1.946
H -3.072 10.304 2.073
C 2.428 5.221 -0.408
C 2.042 6.178 0.688
C 1.248 5.624 1.841
O 2.359 7.352 0.643
H 2.995 5.754 -1.172
H 3.052 4.422 -0.002
H 1.531 4.800 -0.867
H 1.820 4.843 2.346
H 0.300 5.220 1.480
H 1.040 6.423 2.554
C -10.857 8.768 2.705
C -10.190 10.099 2.929
C -10.996 11.336 2.634
O -9.045 10.171 3.333
H -10.161 7.967 2.958
H -11.739 8.681 3.343
H -11.143 8.667 1.656
H -11.884 11.362 3.269
H -11.288 11.348 1.582
H -10.391 12.220 2.841
C 2.812 -5.225 -2.933
C 1.928 -4.807 -4.079
C 2.422 -5.089 -5.473
O 0.859 -4.264 -3.885
H 2.332 -4.961 -1.989
H 2.967 -6.306 -2.957
H 3.772 -4.708 -2.996
H 2.559 -6.163 -5.609
H 3.364 -4.566 -5.647
H 1.685 -4.735 -6.196
*
```

Output
HOMO-LUMO gap ... 9.44 eV